The following is a DFT calculation (ωB97M-V/def2-TZVPD) of 2 unconnected molecules or ions with the total composition C23H17F6NO2S in a non-equilibrium geometry.

The HOMO energy comes out at -6.8 eV. For the lowest unoccupied orbital energy, the calculation gives -1.8 eV. The HOMO-LUMO gap comes out at 5.027 eV. The calculation puts the maximum force at 2.04 eV/A.

Last column: natural (NBO) charge in e.
Atoms and positions in Å:
F -4.82 1.11 -3.27  -0.302
C -4.06 1.05 -2.16  0.734
F -3.38 2.21 -2.05  -0.336
F -4.86 0.92 -1.08  -0.313
S -2.89 -0.40 -2.29  2.076
C -2.04 -0.34 -0.75  -0.740
C -1.58 -1.59 -0.24  -0.041
C -1.49 -2.76 -1.05  -0.204
C -0.82 -3.89 -0.59  -0.172
C -0.26 -3.88 0.68  -0.218
C 0.51 -5.09 1.12  0.982
F 1.44 -4.80 2.08  -0.335
F -0.32 -6.05 1.65  -0.333
F 1.18 -5.68 0.08  -0.335
C -0.43 -2.80 1.54  -0.162
C -1.08 -1.66 1.08  -0.244
O -3.80 -1.52 -2.45  -0.910
O -1.93 -0.07 -3.32  -0.939
H -2.43 0.40 -0.05  0.242
H -1.92 -2.81 -2.04  0.225
H -0.73 -4.76 -1.23  0.227
H -0.03 -2.85 2.55  0.225
H -1.17 -0.78 1.72  0.207
C 3.17 2.14 2.04  -0.412
N 2.05 1.86 1.13  -0.347
C 2.14 0.73 0.34  0.292
C 3.25 -0.13 0.44  -0.295
C 3.33 -1.27 -0.35  -0.134
C 2.33 -1.57 -1.29  -0.231
C 1.25 -0.71 -1.44  -0.110
C 1.11 0.43 -0.61  -0.167
C -0.02 1.26 -0.68  -0.031
C -0.05 2.46 0.05  -0.073
C 1.00 2.76 1.00  0.198
C 0.94 3.98 1.70  -0.260
C -0.09 4.90 1.47  -0.147
C -1.09 4.62 0.52  -0.239
C -1.07 3.41 -0.16  -0.145
H 2.98 3.04 2.62  0.221
H 3.31 1.31 2.74  0.219
H 4.10 2.28 1.47  0.216
H 4.06 0.09 1.14  0.222
H 4.20 -1.93 -0.26  0.227
H 2.39 -2.47 -1.90  0.233
H 0.49 -0.88 -2.20  0.250
H -0.70 1.15 -1.53  0.275
H 1.69 4.25 2.44  0.215
H -0.10 5.84 2.01  0.225
H -1.87 5.35 0.32  0.228
H -1.84 3.18 -0.89  0.238